No. 1
{"formula": "C36H60AsN10O4PS3Ti", "method": "ωB97M-V/def2-TZVPD", "species": ["Ti", "N", "C", "C", "C", "C", "C", "C", "S", "O", "O", "N", "C", "N", "C", "C", "C", "N", "H", "H", "H", "H", "H", "H", "H", "H", "H", "C", "S", "C", "O", "H", "H", "H", "H", "H", "H", "C", "As", "C", "C", "S", "H", "H", "H", "H", "H", "H", "H", "H", "H", "N", "C", "O", "C", "C", "C", "N", "C", "C", "H", "H", "H", "H", "H", "H", "N", "P", "N", "C", "C", "C", "C", "C", "N", "C", "C", "C", "C", "C", "N", "C", "C", "C", "C", "C", "H", "H", "H", "H", "H", "H", "H", "H", "H", "H", "H", "H", "H", "H", "H", "H", "H", "H", "H", "H", "H", "H", "H", "H", "H", "H", "H", "H", "H", "H"], "xyz": [[0.1248, 0.2121, 0.1618], [-2.5282, -2.3324, 6.3778], [-1.9049, -2.6813, 5.1880], [-2.6446, -2.8548, 4.0160], [-2.0108, -3.1283, 2.8165], [-0.6243, -3.2161, 2.7627], [0.1161, -3.1037, 3.9372], [-0.5159, -2.8268, 5.1340], [0.1794, -3.4328, 1.2036], [-0.8341, -3.7584, 0.2266], [1.2746, -4.3375, 1.3495], [0.7054, -1.9145, 0.8173], [1.8102, -1.4378, 1.4773], [2.5882, -2.1035, 2.3362], [3.6257, -1.4486, 2.8332], [3.9118, -0.1177, 2.5437], [3.0098, 0.5141, 1.7175], [1.9889, -0.1376, 1.1823], [-3.5129, -2.5323, 6.4398], [-2.0283, -2.5572, 7.2223], [-3.7252, -2.7753, 4.0476], [-2.5850, -3.2427, 1.9099], [1.1867, -3.2358, 3.9035], [0.0682, -2.7346, 6.0424], [4.2535, -2.0102, 3.5180], [4.7604, 0.3983, 2.9649], [3.0840, 1.5707, 1.4865], [-1.8464, 4.0314, -0.3794], [-2.6294, 2.4771, -0.7948], [-3.5723, 2.2779, 0.7160], [-1.5231, 1.4653, -0.8332], [-2.5619, 4.8439, -0.5043], [-1.0114, 4.1397, -1.0722], [-1.4817, 3.9976, 0.6446], [-4.3733, 3.0180, 0.7007], [-2.9295, 2.4220, 1.5848], [-3.9855, 1.2725, 0.7080], [-0.9913, -2.8130, -2.4771], [-2.5123, -2.2347, -1.4493], [-3.5412, -3.8182, -1.1185], [-3.5928, -1.2082, -2.6714], [-2.3650, -1.0730, 0.3111], [-1.3139, -2.8353, -3.5160], [-0.7103, -3.8025, -2.1214], [-0.1480, -2.1387, -2.3504], [-3.8249, -4.2707, -2.0686], [-4.4280, -3.5351, -0.5559], [-2.9311, -4.5063, -0.5396], [-3.6643, -1.6986, -3.6419], [-3.1536, -0.2173, -2.7770], [-4.5837, -1.1125, -2.2310], [-1.2093, 2.0989, 6.8289], [-0.6347, 2.8412, 5.8565], [-0.1942, 3.9558, 6.0365], [-0.5365, 2.2087, 4.4811], [0.0241, 2.9835, 3.4727], [0.1383, 2.4575, 2.2026], [-0.2914, 1.2248, 1.8966], [-0.8114, 0.4690, 2.8731], [-0.9519, 0.9241, 4.1720], [-1.3097, 2.5253, 7.7350], [-1.6603, 1.2190, 6.6601], [0.3696, 3.9821, 3.7010], [0.5859, 3.0130, 1.3868], [-1.1348, -0.5320, 2.6039], [-1.3728, 0.2413, 4.8984], [1.0647, 1.2393, -1.0413], [1.5910, 1.9825, -2.3004], [0.8513, 1.5197, -3.7106], [0.1053, 0.2535, -3.7369], [-0.7995, 0.2231, -4.9579], [0.0260, 0.1846, -6.2478], [1.3076, 1.0225, -6.1018], [1.1438, 2.0987, -5.0350], [3.2482, 1.7271, -2.4772], [3.8151, 0.9477, -3.5780], [5.2579, 1.3555, -3.8458], [6.1074, 1.1861, -2.5924], [5.4742, 1.9457, -1.4327], [4.0194, 1.5373, -1.2462], [1.3763, 3.6511, -2.1813], [0.6237, 4.4538, -3.1484], [-0.0349, 5.6858, -2.5097], [0.7822, 6.2567, -1.3463], [2.2449, 5.8862, -1.5238], [2.4206, 4.3767, -1.4356], [-0.4806, 0.1868, -2.8197], [0.7900, -0.6051, -3.7615], [-1.4420, 1.1083, -4.9334], [-1.4591, -0.6443, -4.9081], [-0.5760, 0.5380, -7.0860], [0.2950, -0.8492, -6.4728], [1.5602, 1.5129, -7.0429], [2.1484, 0.3721, -5.8545], [0.3346, 2.7642, -5.3482], [2.0409, 2.7159, -4.9691], [3.2249, 1.0860, -4.4743], [3.7877, -0.1252, -3.3278], [5.2714, 2.4032, -4.1632], [5.6551, 0.7574, -4.6685], [7.1288, 1.5272, -2.7667], [6.1654, 0.1222, -2.3382], [5.5245, 3.0215, -1.6290], [6.0198, 1.7592, -0.5047], [3.5612, 2.1274, -0.4568], [3.9647, 0.4845, -0.9324], [-0.1549, 3.8264, -3.5706], [1.2657, 4.7774, -3.9762], [-1.0490, 5.4481, -2.1844], [-0.1412, 6.4401, -3.2922], [0.4298, 5.8522, -0.3908], [0.6565, 7.3381, -1.2909], [2.8675, 6.3462, -0.7552], [2.6091, 6.2576, -2.4857], [2.3625, 4.0807, -0.3803], [3.4130, 4.0969, -1.7991]], "forces_ev_per_angstrom": [[0.1, -0.6, -1.6], [0.0, 0.2, 0.0], [0.0, -0.1, -0.1], [0.0, 0.0, 0.0], [0.0, 0.1, 0.0], [-0.1, -0.2, 0.1], [0.1, 0.0, -0.1], [0.0, 0.0, 0.0], [0.1, 0.3, -0.2], [0.0, -0.1, 0.2], [0.0, 0.0, 0.0], [0.4, 0.0, 0.4], [0.1, -0.2, 0.0], [0.0, -0.1, 0.0], [0.0, 0.1, 0.0], [0.0, -0.1, 0.0], [0.0, 0.2, 0.0], [0.1, 0.0, 0.2], [0.0, 0.0, 0.0], [0.0, -0.1, 0.0], [0.0, 0.0, 0.0], [0.0, -0.1, 0.1], [0.1, 0.0, 0.0], [0.0, 0.0, 0.0], [0.0, 0.0, 0.0], [0.0, 0.0, 0.0], [0.0, 0.0, 0.0], [0.1, -0.2, 0.1], [0.0, -0.1, -0.2], [0.0, 0.0, 0.0], [-0.3, 0.3, -0.1], [0.0, 0.0, 0.0], [-0.2, -0.2, 0.3], [0.0, 0.0, 0.1], [0.0, 0.0, 0.0], [0.0, 0.0, 0.0], [0.0, 0.0, 0.0], [0.1, 0.0, 0.1], [-0.2, 0.0, 0.1], [0.0, -0.1, 0.0], [0.0, 0.0, -0.1], [0.1, 0.2, -0.1], [0.1, 0.0, -0.1], [0.0, 0.1, -0.1], [0.0, 0.0, 0.0], [0.0, 0.0, 0.0], [0.0, 0.0, 0.0], [0.0, 0.0, 0.0], [0.0, 0.0, 0.0], [0.0, 0.0, 0.0], [0.0, 0.0, 0.0], [0.0, 0.0, 0.0], [0.0, -0.1, -0.1], [0.0, 0.0, 0.0], [0.0, 0.1, 0.2], [0.0, 0.0, -0.1], [0.0, 0.1, 0.0], [-0.4, 0.4, 1.1], [-0.1, 0.1, 0.1], [0.1, -0.1, 0.0], [0.0, 0.0, 0.0], [0.0, 0.0, 0.0], [0.0, 0.0, 0.0], [0.0, 0.0, 0.0], [0.0, 0.0, 0.0], [0.0, 0.0, 0.0], [0.1, -0.3, 0.0], [-0.1, 0.0, 0.2], [0.0, 0.1, -0.1], [0.0, 0.0, 0.1], [0.0, 0.0, 0.0], [0.0, 0.0, 0.0], [0.0, 0.0, -0.1], [0.0, 0.0, 0.1], [0.1, 0.1, -0.1], [0.0, -0.1, 0.1], [0.0, 0.0, 0.0], [0.0, 0.0, 0.0], [0.0, 0.0, 0.0], [0.0, 0.0, 0.0], [0.2, 0.0, -0.1], [0.0, 0.0, 0.0], [0.0, 0.2, -0.2], [0.0, 0.0, 0.0], [0.0, 0.0, 0.0], [0.0, 0.0, 0.0], [0.0, 0.0, 0.0], [0.0, 0.0, 0.0], [0.0, 0.0, 0.0], [0.0, 0.0, 0.0], [0.0, 0.0, 0.0], [0.0, 0.0, 0.0], [0.0, 0.0, 0.0], [-0.1, 0.0, 0.0], [0.0, 0.0, 0.0], [0.0, 0.0, 0.0], [0.0, 0.0, 0.1], [0.0, 0.0, 0.0], [0.0, 0.0, 0.0], [0.0, 0.0, 0.0], [0.0, 0.0, 0.0], [0.0, 0.0, 0.0], [0.0, 0.0, 0.0], [0.0, 0.0, 0.0], [0.0, 0.0, 0.0], [0.0, 0.0, 0.0], [0.0, -0.1, -0.1], [0.0, 0.0, 0.0], [0.2, 0.3, -0.3], [0.0, 0.0, 0.0], [0.0, 0.0, 0.0], [0.0, 0.0, 0.0], [0.0, 0.0, 0.0], [0.0, 0.0, 0.0], [0.0, 0.0, 0.0], [0.0, 0.0, 0.0]], "mulliken_charge": [-0.04, -0.54, 1.06, -0.84, -0.46, -0.84, -0.19, -0.81, 0.97, -0.56, -0.66, 0.04, 0.28, -0.48, -0.53, -1.29, -0.02, 0.96, 0.22, 0.23, 0.36, 0.55, 0.65, 0.35, 0.45, 0.49, 0.48, 0.22, 0.38, -0.77, -0.59, 0.77, -1.05, 0.07, 0.53, 0.09, 0.26, -1.01, 1.22, -1.22, -1.06, -0.43, 0.55, 0.52, -0.08, 0.47, 0.36, 0.33, 0.44, 0.12, 0.45, -0.26, 0.23, -0.62, 0.87, -1.11, -1.12, 1.34, -0.63, -0.69, 0.25, 0.15, 0.59, 0.99, 0.18, 0.14, 0.94, -2.19, 1.22, 0.65, -0.86, -0.94, -0.77, -1.41, 0.70, 0.09, -1.01, -0.81, -1.16, -0.13, 0.29, -0.47, -1.08, -0.31, -1.04, 0.48, -0.64, 0.15, 0.30, 0.22, 0.33, 0.41, 0.55, 0.23, 0.56, 0.66, -0.34, 0.34, 0.27, 0.39, 0.45, 0.32, 0.25, 0.40, -0.06, 0.55, 0.13, 0.48, 0.44, 0.51, 0.13, 0.47, 0.52, 0.37, -0.03, -0.25], "homo_energy_ha": [-0.3449, -0.3759], "multiplicity": 2, "homo_lumo_gap_ev": [6.7, 7.4], "charge": 1, "e_lumo_ev": [-2.7, -2.8]}



No. 2
{"formula": "C36H60B3F6N2O24S2", "method": "ωB97M-V/def2-TZVPD", "species": ["C", "N", "C", "C", "C", "C", "C", "C", "C", "C", "N", "C", "C", "C", "H", "H", "H", "H", "H", "H", "H", "H", "H", "H", "H", "H", "H", "H", "B", "H", "H", "H", "H", "B", "H", "H", "H", "H", "B", "H", "H", "H", "H", "O", "S", "O", "O", "C", "C", "C", "H", "H", "H", "H", "H", "H", "H", "H", "O", "S", "O", "O", "C", "C", "C", "H", "H", "H", "H", "H", "H", "H", "H", "C", "C", "O", "C", "O", "O", "F", "H", "H", "H", "C", "C", "O", "C", "O", "O", "F", "H", "H", "H", "C", "C", "O", "C", "O", "O", "F", "H", "H", "H", "C", "C", "O", "C", "O", "O", "F", "H", "H", "H", "C", "C", "O", "C", "O", "O", "F", "H", "H", "H", "C", "C", "O", "C", "O", "O", "F", "H", "H", "H"], "xyz": [[-2.4494, 1.4376, 0.8309], [-1.5020, 0.2242, 0.5487], [-0.1802, 0.5583, 0.4073], [0.7498, -0.5195, 0.2709], [0.2926, -1.8539, 0.2725], [-1.1178, -2.0358, 0.5345], [-1.9692, -0.9905, 0.6108], [1.2274, -2.9888, 0.2013], [1.1419, -4.0621, 1.0553], [2.0181, -5.1001, 1.0024], [3.1025, -5.0422, 0.1559], [3.1813, -4.0845, -0.8531], [2.2150, -3.1291, -0.8514], [4.1916, -5.9455, 0.3289], [-2.4978, 1.4468, 1.9198], [-3.3671, 1.0274, 0.4092], [-2.1173, 2.2947, 0.2452], [0.0015, 1.6187, 0.5018], [1.7968, -0.2561, 0.2978], [-1.6685, -2.9612, 0.6169], [-3.0131, -1.0270, 0.8856], [0.4897, -3.9275, 1.9055], [2.0195, -5.9749, 1.6357], [3.9999, -4.1151, -1.5569], [2.1627, -2.3463, -1.5937], [4.8968, -5.5303, 1.0489], [4.7208, -6.2382, -0.5779], [3.7727, -6.9122, 0.6086], [0.3467, -7.8549, 1.0012], [-0.0352, -7.1991, 0.2342], [0.3981, -7.3132, 1.9329], [-0.1682, -8.7980, 1.0991], [1.3643, -8.0354, 0.6909], [-3.5812, -2.7921, 2.9903], [-3.3428, -2.3728, 3.9555], [-4.3081, -3.5872, 3.0513], [-3.9951, -1.9920, 2.3963], [-2.7202, -3.2264, 2.5064], [-5.2305, -0.2007, -0.9451], [-5.9199, -0.5343, -1.7052], [-5.4619, 0.7275, -0.4460], [-5.0659, -0.8896, -0.1311], [-4.2616, -0.1405, -1.4160], [-4.4256, 7.9407, 5.2759], [-4.9450, 7.3607, 4.0433], [-5.4418, 8.1551, 2.9293], [-3.7274, 6.3409, 3.4827], [-3.2191, 6.2546, 2.1403], [-2.1121, 5.1906, 2.0730], [-6.1924, 6.1185, 4.3489], [-2.6257, 7.1196, 1.8440], [-4.0795, 5.9119, 1.5656], [-1.4169, 5.5970, 2.8075], [-1.5508, 5.1687, 1.1389], [-2.4125, 4.2013, 2.4182], [-6.7763, 6.5699, 5.1510], [-5.6670, 5.1968, 4.5987], [-6.6099, 5.9664, 3.3535], [2.5292, 4.8047, 0.2983], [1.6819, 4.3172, -0.8180], [0.3960, 3.5915, -0.5713], [1.4323, 5.7375, -1.7115], [0.5181, 5.7369, -2.7605], [-0.7020, 6.5152, -2.3983], [2.7052, 3.4135, -2.0323], [0.2540, 4.7159, -3.0361], [1.0153, 6.0878, -3.6648], [-1.5435, 6.2045, -3.0176], [-0.4224, 7.5638, -2.4996], [-1.1278, 6.4829, -1.3955], [2.1354, 3.2756, -2.9513], [3.0973, 2.5354, -1.5193], [3.5208, 4.1273, -2.1482], [-8.3314, 3.4027, 3.1479], [-8.7343, 2.8761, 1.8210], [-7.5292, 2.0050, 1.5888], [-6.5774, 2.4845, 2.2378], [-5.4294, 2.0239, 2.2263], [-7.0193, 3.4859, 2.9445], [-8.7862, 3.8509, 0.9173], [-8.5433, 2.6455, 3.9028], [-8.8750, 4.3039, 3.4317], [-9.6578, 2.2975, 1.8020], [3.6487, -1.8532, -5.7762], [3.5786, -2.5898, -4.4361], [3.1884, -1.6013, -3.5619], [2.9914, -0.4567, -4.2544], [2.9647, 0.6504, -3.7367], [2.9653, -0.5804, -5.5500], [4.7297, -3.1322, -4.1724], [3.3077, -2.3759, -6.6699], [4.7257, -1.7082, -5.8601], [2.7646, -3.3063, -4.3255], [8.5149, -3.6747, 1.4445], [9.1240, -4.7051, 0.3999], [8.2933, -4.5127, -0.7180], [7.0938, -3.9694, -0.2015], [6.1306, -3.7810, -0.9289], [7.1500, -3.7830, 1.1749], [8.9371, -5.8847, 1.1123], [9.0778, -2.7460, 1.3511], [8.6590, -3.8603, 2.5088], [10.1903, -4.4903, 0.3309], [2.7751, 1.8046, 4.3822], [2.1821, 1.5161, 3.0245], [1.0223, 2.3716, 2.9768], [0.7294, 2.6275, 4.2242], [-0.3424, 3.1463, 4.5923], [1.6655, 2.2440, 5.0309], [1.8166, 0.1818, 3.1266], [3.5703, 2.5501, 4.3749], [3.2601, 0.9001, 4.7494], [2.8059, 1.6487, 2.1405], [-4.7401, 3.3094, -1.1570], [-6.1705, 3.6084, -1.6221], [-5.9459, 3.9654, -2.9496], [-4.7431, 4.3557, -3.1385], [-4.3377, 4.9615, -4.1330], [-4.0251, 4.2295, -1.9794], [-6.6968, 4.5678, -0.9028], [-4.5212, 2.2442, -1.2307], [-4.7076, 3.5273, -0.0895], [-6.9591, 2.8894, -1.3998], [5.8474, -7.2496, -3.6019], [5.2588, -7.1476, -4.9362], [6.3726, -7.5555, -5.7467], [7.2112, -8.3497, -5.0702], [8.0697, -9.1406, -5.4760], [6.8541, -8.1945, -3.7322], [4.9311, -5.9336, -5.4520], [5.0733, -7.4831, -2.8709], [6.3429, -6.2995, -3.4021], [4.4442, -7.8710, -4.9029]], "forces_ev_per_angstrom": [[0.2, -2.8, -0.8], [1.7, 4.3, 0.0], [-0.4, -3.0, 0.1], [-1.3, 1.5, 0.2], [-2.0, 0.9, 0.9], [2.0, -1.6, -1.1], [-0.9, 0.8, 0.7], [1.2, -1.3, -1.8], [-0.9, 1.3, 1.1], [2.6, -0.6, -0.9], [-1.5, 1.5, -1.4], [-1.1, -0.7, 1.7], [-1.4, 1.7, 0.7], [0.5, -1.8, 0.2], [-0.1, 0.7, -0.2], [-0.5, 0.5, 0.2], [0.2, 0.0, 0.5], [0.5, -0.1, -0.2], [0.1, -0.2, -0.3], [0.6, -0.6, 0.1], [-0.4, -0.8, -0.2], [-0.5, -0.8, 0.0], [-0.4, -0.1, 0.2], [0.0, -0.2, 0.2], [0.4, -0.1, -0.2], [0.0, -0.3, 0.1], [-0.1, 0.8, -0.3], [0.0, 0.1, 0.7], [-0.1, 0.1, 0.1], [-1.9, 2.6, -3.1], [0.1, 2.2, 3.9], [-2.1, -3.5, 0.3], [4.7, -1.0, -1.3], [-0.1, 0.2, 0.1], [1.1, 1.5, 4.0], [-2.9, -3.1, 0.4], [-1.6, 3.2, -2.6], [3.9, -1.7, -2.0], [-0.1, 0.0, 0.1], [-2.9, -1.2, -2.7], [-1.2, 3.9, 1.7], [0.3, -3.0, 3.1], [4.3, 0.7, -2.2], [-1.0, -0.7, -1.8], [1.8, -0.6, -1.2], [0.8, -0.3, 1.3], [-0.5, 1.1, 1.5], [0.0, -1.2, -0.6], [0.0, 0.5, 1.6], [1.3, 0.4, -0.1], [-1.2, 0.7, -0.2], [0.2, 0.8, -0.8], [0.4, -0.5, 0.2], [-0.5, 0.0, -0.2], [0.0, 0.0, -0.2], [-0.5, -0.5, -0.3], [-0.2, 0.2, 0.5], [-0.6, 0.2, 0.4], [-1.9, -1.5, -2.3], [-0.9, 1.3, 0.7], [3.1, 1.8, -0.6], [1.7, -1.9, 2.5], [-1.0, -1.5, -0.6], [-0.7, 1.1, -0.2], [-0.2, 1.1, 1.3], [-0.2, -0.3, 0.2], [0.1, 0.5, 0.1], [0.1, 0.5, -0.4], [-0.5, 0.2, -0.4], [0.7, -0.8, 0.3], [0.1, -0.4, 0.3], [-0.4, -0.2, -0.4], [0.0, -0.1, -0.3], [-3.3, -0.8, 0.5], [0.2, -1.9, 0.3], [-5.8, -1.3, -3.4], [6.6, -1.9, 0.7], [-2.6, 2.0, 0.3], [4.1, 3.7, 2.8], [0.1, 0.4, -0.9], [-0.2, -0.1, 0.2], [0.6, 0.3, -0.2], [0.4, -0.3, -0.3], [0.4, -0.1, -0.3], [-3.7, -0.3, -1.8], [0.4, 1.3, 0.7], [0.6, 4.6, 2.6], [-0.5, -2.2, -0.2], [0.7, -2.5, -1.4], [2.2, -0.8, 1.0], [-0.4, 0.2, 0.3], [0.1, 0.6, -0.5], [0.4, -0.7, -0.4], [2.3, -0.9, 0.4], [-0.7, 1.8, 3.9], [-0.5, 0.1, 1.9], [-2.2, -0.3, -1.6], [2.7, -0.4, 2.2], [-0.4, 1.0, -3.0], [0.2, -0.6, -1.7], [-1.1, 0.9, -0.8], [0.1, -1.0, -0.2], [-0.2, -0.5, -1.1], [2.1, -0.1, -1.7], [0.0, -0.2, -0.2], [1.9, -1.7, -2.1], [-6.2, 2.7, 2.1], [3.6, -1.5, -1.2], [0.2, 0.0, 3.6], [-0.5, 0.4, -0.8], [-0.1, 0.4, -0.1], [-0.7, -0.1, 0.5], [-0.3, 0.1, 0.0], [-1.7, -0.1, 0.8], [0.9, -3.2, 0.9], [-3.6, -0.8, -0.6], [3.6, 3.6, -1.4], [-0.7, -1.9, 2.2], [0.7, -0.6, -0.8], [-0.7, 4.0, 1.2], [0.4, 0.0, -0.7], [0.5, 0.5, -0.1], [0.8, -1.4, -1.5], [0.4, 2.4, 1.3], [0.7, -0.7, -1.6], [-0.2, -0.6, -1.5], [1.3, -2.4, 0.6], [-2.9, 3.2, 1.2], [1.3, -1.8, -0.4], [-0.4, -0.4, 0.9], [0.5, -0.3, 0.2], [-0.2, 0.3, 0.6], [-0.4, 0.2, -1.4]], "mulliken_charge": [-0.13, 0.40, -0.28, -1.11, 0.86, -1.24, 0.19, 0.85, -0.96, -0.99, 0.37, -0.35, -0.77, -1.05, 0.38, -0.36, 0.39, 0.24, 0.67, 0.81, 0.08, 0.56, 0.85, 0.69, 0.68, 0.33, 0.13, 0.48, 0.05, -0.22, -0.17, -0.20, -0.22, 0.55, -0.25, -0.18, -0.51, -0.39, 0.40, -0.22, -0.80, -0.33, -0.22, -0.63, 1.12, -0.62, -0.32, -0.19, -0.91, -0.80, 0.25, 0.31, 0.44, 0.18, 0.25, 0.41, 0.32, 0.22, -0.68, 1.09, -0.27, -0.40, -0.19, -1.03, -1.01, 0.21, 0.41, 0.31, 0.34, 0.16, 0.32, 0.32, 0.46, -0.63, 0.26, -0.23, 0.49, -0.51, -0.21, -0.24, 0.37, 0.34, 0.32, -0.48, 0.29, -0.24, 0.50, -0.58, -0.28, -0.31, 0.32, 0.30, 0.42, -0.55, 0.27, -0.27, 0.44, -0.38, -0.26, -0.29, 0.33, 0.31, 0.38, -0.45, 0.27, -0.11, 0.53, -0.58, -0.33, -0.30, 0.28, 0.32, 0.34, 0.49, 0.53, -0.30, 0.51, -0.66, -0.14, -0.33, -0.47, 0.11, 0.31, -0.08, 0.29, -0.32, 0.64, -0.54, -0.36, -0.24, 0.23, 0.11, 0.27], "homo_energy_ha": -0.1844, "homo_lumo_gap_ev": 4.9, "charge": -1, "e_lumo_ev": -0.1}



Number 2 is which compound? C36H60B3F6N2O24S2